(1)
Formula: C28H34BCl2CrN2O7S
Source: the Open Molecules 2025 dataset
Level of theory: ωB97M-V/def2-TZVPD

XYZ file:
```
76
Properties=species:S:1:pos:R:3:mulliken_charge:R:1
Cr -1.0017 0.0090 0.0655 0.20
Cl -4.2702 -2.0398 0.6222 -0.15
Cl -1.5745 -1.5140 1.8240 -0.05
S -0.8470 -1.6662 -1.6071 -0.38
O -0.3439 1.3769 -1.0112 -0.62
O -2.4201 2.0761 -1.8931 -0.51
O 1.7525 0.7811 1.3378 -0.09
O 1.5917 -1.4754 1.0203 0.08
O -3.5585 0.8528 2.4605 -0.86
O 0.4032 -7.7585 1.1415 -0.59
O 2.4438 -7.3208 0.4346 -0.52
N -2.6627 1.2480 0.3288 0.73
N -0.6421 3.5569 -1.5816 -0.13
C -4.9092 3.7907 -1.0924 -0.43
C 0.7005 3.8532 -1.0793 -1.15
C -6.4242 3.9018 0.8133 -0.51
C -3.0151 2.0748 -0.6952 -0.19
C 1.1388 -6.9867 0.5927 0.57
C -0.6195 1.8149 -3.3510 -1.06
C -0.2405 -3.1860 -0.9345 0.39
C 3.0697 0.2643 1.6157 1.92
C 1.1099 -3.5303 -1.0345 -1.09
C 2.8437 -1.2808 1.7127 1.68
C -5.6961 2.9512 1.5029 -0.59
C -4.1792 2.8122 -0.3960 0.40
C 2.6359 -1.7814 3.1322 -2.12
C -6.0208 4.3233 -0.4810 -0.53
C 3.5631 0.9041 2.8973 -1.97
C 1.8700 3.1225 -1.7475 0.65
C 1.5748 -4.7414 -0.5487 -0.65
C -3.3127 -1.8915 2.0804 -0.67
C -1.0979 -4.1127 -0.3403 -0.48
C -3.5896 1.4227 1.3607 -0.57
C -4.5656 2.4104 0.8945 0.29
C -0.6302 -5.3239 0.1494 -0.65
C 0.7115 -5.6510 0.0528 1.04
C 1.7136 2.9114 -3.2563 -1.12
C 3.9600 0.6704 0.4519 -2.10
C 0.8744 1.6761 -3.6020 -0.34
C 3.9037 -2.1182 1.0260 -1.82
C -0.9452 2.1825 -1.9169 0.47
B 0.9409 -0.2494 0.8882 0.59
H 4.4960 0.4408 3.2325 0.36
H 2.9018 -6.6169 -0.0421 0.28
H 3.6392 -3.1735 1.1206 0.38
H -0.8668 4.1455 -2.3728 0.35
H 1.8456 -1.2190 3.6340 0.37
H 3.7541 1.9650 2.7240 0.46
H 4.9968 0.3602 0.6101 0.37
H 1.2755 3.8031 -3.7273 0.33
H -1.3034 -6.0372 0.6084 0.44
H 1.7895 -2.8242 -1.4939 0.27
H 0.8238 4.9313 -1.2038 0.51
H 2.7066 2.7886 -3.6972 0.43
H 2.3260 -2.8269 3.0854 0.47
H 3.9300 1.7565 0.3524 0.51
H -1.0456 2.5879 -4.0010 0.34
H 3.9757 -1.8817 -0.0346 0.33
H -7.3119 4.3327 1.2605 0.38
H -5.9903 2.6253 2.4944 0.45
H 0.7394 3.6510 -0.0092 0.17
H 1.9808 2.1468 -1.2734 -0.65
H 2.7842 3.6888 -1.5360 0.61
H 1.0174 1.4211 -4.6551 0.50
H -6.5964 5.0867 -0.9917 0.38
H -2.1505 -3.8710 -0.2753 0.54
H 4.8824 -1.9648 1.4909 0.37
H 2.6402 -4.9360 -0.6457 0.12
H -3.2857 -2.8503 2.5815 0.41
H 2.8234 0.8188 3.6918 0.35
H -1.1222 0.8737 -3.5807 0.44
H -4.5946 4.1217 -2.0748 0.45
H 3.5492 -1.7126 3.7283 0.37
H -3.6900 -1.0638 2.6648 0.50
H 3.6019 0.2429 -0.4875 0.33
H 1.2426 0.8306 -3.0151 0.01
```

The spin multiplicity is 5. The calculation puts the HOMO energy (alpha / beta) at -3.17 / -5.48 eV. The value obtained for the HOMO-LUMO gap (alpha / beta) is 5.45 / 7.77 eV. Its expectation value of S² is 6.123. Its total charge is -1.



(2)
Formula: C2H2N2O3
Source: the Open Molecules 2025 dataset
Level of theory: ωB97M-V/def2-TZVPD

XYZ file:
```
9
Properties=species:S:1:pos:R:3:nbo_charge:R:1
O -2.1931 1.0360 -0.9193 -0.43
O 2.5911 0.5561 -0.5969 -0.49
O -0.5963 -1.5562 -0.5348 -0.39
N -0.5203 -0.4191 -0.1084 0.31
N 0.5064 0.2112 0.1959 -0.32
C 1.8404 -0.0820 0.0644 0.50
C -1.7573 0.4659 0.0191 0.52
H -2.2203 0.5649 1.0560 0.17
H 2.3495 -0.7768 0.8240 0.13
```

The calculation puts the HOMO energy at -10.69 eV. The value obtained for the HOMO-LUMO gap is 10.16 eV. Its total charge is 0.



The evaluated energy above the lowest of the compared OMol25 structures with the same formula, charge and spin for the records listed, in turn: 0.0; 395.5 kJ/mol.